#w
C3H10NS | the ωB97M-V functional and the def2-TZVPD basis

Geometry as ORCA input:
```
! wB97M-V def2-TZVPD RIJCOSX def2/J DEFGRID3
* xyz 1 1
C 2.3530 0.1143 0.1981
N 2.2800 0.4116 -1.0418
H 1.4857 0.2672 0.8363
H 3.2879 -0.2680 0.5916
H 2.9477 0.1013 -1.7464
H 1.3439 0.4250 -1.4574
C -1.0564 -0.7555 0.8346
C -1.3904 0.0600 -0.4116
S -2.9826 0.8767 -0.3430
H -0.7257 -0.0878 1.6487
H -1.9490 -1.1700 1.3255
H -0.2965 -1.5379 0.7473
H -1.5126 -0.6477 -1.2611
H -0.6300 0.7758 -0.7769
H -3.1550 1.4350 0.8561
*
```

Summary:
orbital gap: 5.913 eV

#x
C3H10NS | the ωB97M-V functional and the def2-TZVPD basis

Geometry as ORCA input:
```
! wB97M-V def2-TZVPD RIJCOSX def2/J DEFGRID3
* xyz 1 1
C 1.4925 0.1080 1.3713
N 2.0185 -0.8935 0.5152
H 1.2423 -0.1734 2.3937
H 2.0163 1.0678 1.3432
H 2.5850 -1.5565 1.0077
H 1.3665 -1.3275 -0.1179
C -1.7292 0.4516 -1.4689
C -1.1277 -0.2584 -0.2266
S -0.1249 0.8732 0.7237
H -2.8118 0.5498 -1.3716
H -1.6690 -0.3362 -2.2242
H -1.3810 1.4228 -1.7973
H -1.9214 -0.4560 0.4898
H -0.5187 -1.1019 -0.5255
H 0.5626 1.6302 -0.1125
*
```

Summary:
orbital gap: 10.630 eV

The most stable of them is #x.

#w
C3H6N4S | the ωB97M-V functional and the def2-TZVPD basis

Geometry as ORCA input:
```
! wB97M-V def2-TZVPD RIJCOSX def2/J DEFGRID3
* xyz 0 1
H 3.0341 0.2873 0.5169
N 2.7423 1.0556 -0.0884
C 1.4809 1.5941 -0.1467
N 0.3238 0.9864 0.3402
N 0.5341 -0.2916 0.8699
C -0.5124 -1.1013 0.8641
C -1.8348 -0.9848 0.2747
N -2.2594 -0.7955 -0.9120
S -1.3424 -1.2000 -2.2002
H 1.2801 2.6479 -0.6079
H -0.6789 1.4144 0.1458
H -0.1562 -2.0484 1.3358
H -2.5084 -0.6558 0.9723
H -0.1027 -0.9082 -1.3646
*
```

Summary:
orbital gap: 8.757 eV

#x
C3H6N4S | the ωB97M-V functional and the def2-TZVPD basis

Geometry as ORCA input:
```
! wB97M-V def2-TZVPD RIJCOSX def2/J DEFGRID3
* xyz 0 1
C 1.3156 -0.7972 -1.2370
N 0.0153 -0.7920 -1.2617
N -0.6367 0.1344 -0.5196
C -2.0170 0.0625 -0.6234
S -2.9203 -0.9470 -1.5003
C -0.0998 1.1479 0.3222
N 0.6574 1.0561 1.3249
N 1.1100 -0.2145 1.6802
H 1.9110 -0.1203 -0.6972
H 1.8099 -1.5040 -1.9104
H -2.4357 0.8436 0.0065
H -0.4563 2.1328 0.1169
H 0.3457 -0.9029 1.6454
H 1.4008 -0.0993 2.6534
*
```

Summary:
orbital gap: 8.655 eV

The most stable of them is #x.

#w
C2H4O4 | the ωB97M-V functional and the def2-TZVPD basis

Geometry as ORCA input:
```
! wB97M-V def2-TZVPD RIJCOSX def2/J DEFGRID3
* xyz 0 1
O 0.3740 0.9608 -0.5165
C 1.2630 0.3987 0.1946
O 2.0390 -0.5674 -0.2596
H 1.8049 0.9750 0.9514
H 1.4762 -1.1571 -0.7985
O -0.2240 -0.8857 0.8666
C -1.0586 -0.1024 0.3422
O -1.7908 -0.5290 -0.6845
H -1.4794 0.7521 0.8897
H -2.4043 0.1548 -0.9854
*
```

Summary:
orbital gap: 10.884 eV

#x
C2H4O4 | the ωB97M-V functional and the def2-TZVPD basis

Geometry as ORCA input:
```
! wB97M-V def2-TZVPD RIJCOSX def2/J DEFGRID3
* xyz 0 1
C -0.7369 1.4771 0.6645
C 0.3406 1.1220 1.2433
O 1.3316 1.0143 1.7816
H -0.5884 1.8837 -0.2874
H -1.6463 0.9936 0.9390
O 0.8676 -1.4447 0.1408
O 0.9062 -0.7911 -0.9987
O -0.4637 -0.5218 -1.4425
H 0.7179 -2.3858 -0.1267
H -0.7286 -1.3471 -1.9140
*
```

Summary:
orbital gap: 9.171 eV

The most stable of them is #w.